1.
8
Properties=species:S:1:pos:R:3:mulliken_charge:R:1 method="wB97M-V/def2-TZVPD" orbital_gap_ev=11.0450 charge=0 smiles="O=C1[C@H]2CN12" lumo_energy_ev=0.85
O -2.43590 -0.22448 -0.23763 -0.453
N -0.31968 0.87600 0.35405 -0.328
C -1.28493 -0.12756 -0.02017 0.666
C 0.85742 0.28542 -0.33374 -0.287
C -0.03270 -0.71080 0.38371 -0.232
H 1.83902 0.71963 0.04545 0.213
H 0.36122 -1.22270 1.24502 0.217
H 1.01556 0.40448 -1.43668 0.203



2.
15
Properties=species:S:1:pos:R:3:mulliken_charge:R:1 method="wB97M-V/def2-TZVPD" orbital_gap_ev=10.5861 charge=+1 lumo_energy_ev=-3.65
P 3.16836 -0.68657 -0.07056 0.404
O 2.17578 0.41296 -0.14456 -0.320
O -1.17288 -1.51363 -0.97221 -0.461
O 2.75459 -1.48028 1.33278 -0.452
N -1.93179 0.34338 0.74013 -0.423
N -0.71235 -0.26698 -1.04306 0.014
N -0.47363 1.85918 -0.27230 -0.381
C -0.98130 0.66839 -0.16194 0.636
H -0.56015 2.43717 0.54202 0.223
H 3.18043 -2.32641 1.50318 0.361
H 0.35282 2.01638 -0.73196 0.278
H 0.02587 -0.14270 -1.72702 0.251
H -1.95871 0.98767 1.52106 0.260
H -1.95236 -0.56081 0.98764 0.244
H -1.91470 -1.74774 -1.50321 0.365



3.
50
Properties=species:S:1:pos:R:3:mulliken_charge:R:1 method="wB97M-V/def2-TZVPD" orbital_gap_ev="2.0360 / 4.0864" charge=-2 multiplicity=2 lumo_energy_ev="3.91 / 3.91"
Hg -0.33619 -0.70088 -0.45941 1.427
S 1.52571 -1.46370 -1.92314 -0.597
S -1.94780 -1.70774 -2.08291 -0.555
N 2.08386 0.54252 1.15263 -0.259
N 0.88503 2.59614 -1.35510 0.396
N -0.46639 -1.91987 3.95010 -0.004
N 1.97220 -1.01965 -5.50170 -0.759
N 2.34880 1.72368 0.57055 0.404
N -0.02411 1.71346 -1.80086 -0.331
N -0.68504 -1.86907 1.74682 -0.122
N 0.02713 2.54537 1.02906 0.004
N -0.75321 1.44926 1.02727 0.148
N -2.09778 -1.60245 -5.71119 -0.776
C 4.30939 0.77106 0.94270 -1.015
C 3.25457 -0.04173 1.37648 -0.205
C -0.85464 -1.57834 -3.46808 0.222
C -1.51556 -1.57939 -4.69612 0.048
C -1.40646 2.81026 2.69267 -1.105
C -0.35679 3.38483 2.00910 -0.211
C -3.03196 -4.59020 3.76532 -0.339
C -2.14642 -3.75039 4.43270 -1.000
C -1.40876 -2.87902 3.64570 0.693
C -2.41133 -3.68630 1.58959 -0.440
C -1.60633 1.58928 2.03213 -0.426
C -0.06997 -1.34640 2.76940 -0.699
C 3.67814 1.88661 0.43552 -0.281
C -0.10742 1.87930 -3.11115 -0.371
C -3.15198 -4.55410 2.37468 -0.574
C 0.56034 -1.43744 -3.40072 0.311
C 1.31132 -1.21413 -4.55673 -0.026
C 1.37704 3.31790 -2.38310 -0.221
C -1.53023 -2.82779 2.24562 0.124
C 0.76616 2.89126 -3.54110 -0.985
B 1.26168 2.74763 0.12644 -0.261
H 5.36672 0.57029 0.97956 0.376
H -2.34205 0.82377 2.22585 0.471
H -3.63380 -5.27863 4.34531 0.355
H -2.50222 -3.65870 0.50954 0.402
H 0.13951 4.32976 2.15524 0.411
H 0.64924 -0.54213 2.69879 0.571
H -0.12246 -1.68828 4.86284 0.191
H -0.78605 1.28259 -3.69956 0.549
H -1.94319 3.20376 3.53990 0.379
H -3.84961 -5.22770 1.89212 0.380
H -2.03682 -3.78100 5.50976 0.351
H 0.93680 3.23502 -4.54671 0.377
H 3.29428 -1.02232 1.82599 0.393
H 4.07846 2.77580 -0.02352 0.377
H 2.13338 4.07195 -2.22911 0.400
H 1.70452 3.85610 0.29958 -0.198



4.
18
Properties=species:S:1:pos:R:3:mulliken_charge:R:1 method="wB97M-V/def2-TZVPD" orbital_gap_ev=9.1790 charge=0 smiles="COc1ccc(C=O)cc1" lumo_energy_ev=0.53
O -3.93654 -0.87007 0.02875 -0.482
O 2.28420 0.48671 -0.01672 -0.385
C -3.30195 0.14470 0.08104 -0.305
C 3.11465 -0.72272 0.07109 -1.048
C 0.31766 -0.85392 0.06486 0.053
C -1.13341 1.51819 -0.00764 -0.529
C 0.17942 1.48983 0.07087 -0.594
C 1.01188 0.31652 0.04606 0.629
C -1.03804 -0.91623 0.03591 -0.885
C -1.76957 0.29780 -0.01092 0.844
H -1.69811 -1.97491 -0.28139 0.160
H -1.90723 2.53772 -0.15824 0.094
H 0.62076 2.34310 0.03359 0.595
H 2.85959 -1.24383 0.84852 0.545
H 4.28343 -0.30793 -0.08584 0.224
H 3.14843 -1.54616 -0.66449 0.362
H 0.85328 -1.73874 -0.11574 0.377
H -3.88846 1.03993 0.06030 0.345



5.
26
Properties=species:S:1:pos:R:3:mulliken_charge:R:1 method="wB97M-V/def2-TZVPD" orbital_gap_ev="2.9753 / 7.2711" charge=-2 multiplicity=2 lumo_energy_ev="6.22 / 6.00"
O 2.96969 2.67765 1.76788 -0.765
O 1.68985 1.12142 2.78649 -0.721
O -0.86010 -2.14932 2.60539 -0.575
C 0.45105 -1.92966 0.58990 -0.541
C -0.78664 -2.05118 1.21176 0.017
C -1.97430 -1.97343 0.50454 -0.234
C -0.70453 -1.69091 -1.57067 0.958
C -1.93444 -1.89456 -0.94463 -0.889
C 0.71579 2.33950 1.03278 0.034
C 1.90959 2.02928 1.95542 0.432
C 0.81511 3.60624 0.15803 -1.001
C 0.46988 -1.62462 -0.83235 -0.763
C -0.63206 -1.42168 -3.06340 -1.472
H 1.83786 4.00732 0.16837 0.294
H 1.43671 -1.38418 -1.25088 0.308
H -2.83593 -1.91057 -1.55783 0.114
H 1.34027 -1.89393 1.21210 0.357
H 0.16354 4.40533 0.52771 0.216
H -0.17798 -1.55117 2.97423 0.312
H 0.53893 3.39099 -0.87644 0.293
H 0.55969 1.47509 0.37542 -0.108
H -0.03851 -2.15214 -3.61733 0.244
H -0.17790 2.40536 1.63779 0.303
H -0.20256 -0.43671 -3.26049 0.309
H -2.94714 -2.00449 0.97789 0.508
H -1.62587 -1.38960 -3.51165 0.369



6.
70
Properties=species:S:1:pos:R:3:mulliken_charge:R:1 method="wB97M-V/def2-TZVPD" orbital_gap_ev="4.4309 / 6.4333" charge=-2 multiplicity=3 lumo_energy_ev="3.24 / 3.24"
Pt 0.45660 0.48784 -0.40500 1.301
I 1.79266 4.97776 1.86314 0.027
I 7.14017 2.31886 1.80133 0.001
Se 1.08399 -4.47085 0.37645 0.090
S 1.30224 -2.30679 4.76534 1.040
S -0.67334 -0.51977 3.99673 1.199
F 3.84095 -2.24681 4.14570 -0.254
F -1.93533 -2.88272 4.22377 -0.275
F -3.11191 -1.30238 3.34293 -0.249
F 2.71661 -0.69402 3.15977 -0.096
F -1.56687 -2.26033 2.18433 -0.138
F 3.18772 -0.50912 5.26022 -0.259
O 1.01819 -3.10192 3.60619 -0.547
O 1.71250 -2.95254 5.98104 -0.709
O 1.07641 2.23006 0.43165 -0.856
O 0.02790 -0.12158 2.81427 -0.476
O -1.52017 0.43037 4.66218 -0.686
N -0.20943 -1.24264 -1.28572 -0.174
N -0.02149 -4.85862 -0.99701 -1.002
N 2.53381 0.11287 -0.25156 -0.405
N 0.94542 -2.68596 0.15867 -0.408
N 0.21887 -1.21509 5.11392 -0.707
C 5.25736 -0.04019 0.27027 -0.628
C 0.12158 -2.49308 -0.84112 0.645
C -3.77174 4.49400 3.87889 -0.471
C -4.47251 5.01284 2.79740 -0.694
C -1.34150 -3.53309 -2.53969 -0.635
C 2.83279 -1.36923 4.29500 0.565
C -1.87980 -1.83334 3.39831 0.524
C -1.08985 -1.14879 -2.31301 -0.286
C 2.32586 2.25701 0.72608 0.702
C -5.91583 2.86505 -0.67832 -0.286
C 3.22880 -0.92724 -0.64363 -0.162
C -2.37198 1.83689 -0.16024 0.051
C -1.36966 1.14605 -0.31003 -0.783
C -5.17539 2.36785 -3.29959 -0.571
C -3.67414 3.21475 1.38007 0.283
C -4.56164 2.61312 -0.96009 0.395
C 4.60623 -1.03957 -0.38982 -1.016
C 2.95034 3.33109 1.35735 -0.476
C 4.31715 3.31362 1.65420 -0.344
C -1.65628 -2.23685 -2.94172 -0.687
C -6.50777 2.63769 -3.00455 -0.400
C 3.16906 1.13986 0.38747 -0.125
C -6.86788 2.87791 -1.68420 -0.709
C -3.53910 2.55389 0.07459 0.063
C -2.95601 2.71895 2.47880 -0.263
C -3.00557 3.34626 3.71081 -0.597
C -4.42316 4.38622 1.56217 -0.268
C -4.22110 2.35019 -2.29937 -0.520
C 5.10607 2.24157 1.32684 -0.246
C 4.54764 1.11413 0.67233 1.212
C -0.43437 -3.69339 -1.48169 0.697
H -3.18518 2.13456 -2.52922 0.349
H 4.75060 4.17103 2.15152 0.325
H -3.80722 4.99103 4.84115 0.367
H -7.90539 3.06395 -1.43094 0.361
H -1.33066 -0.14597 -2.62677 0.406
H -2.33807 1.83905 2.34672 0.319
H 2.68453 -1.71280 -1.14452 0.448
H -2.35357 -2.05327 -3.74878 0.362
H -5.04877 5.92445 2.91049 0.351
H -6.22392 3.01739 0.34688 0.564
H -4.93949 4.82750 0.71943 0.567
H -4.87692 2.16645 -4.32202 0.366
H 5.12146 -1.93579 -0.70632 0.411
H -2.42416 2.93704 4.52695 0.480
H 6.31315 -0.11794 0.49314 0.170
H -1.77897 -4.40682 -3.00490 0.412
H -7.25419 2.64818 -3.78949 0.356



7.
9
Properties=species:S:1:pos:R:3:mulliken_charge:R:1 method="wB97M-V/def2-TZVPD" orbital_gap_ev="7.7195 / 7.7177" charge=+1 lumo_energy_ev="-6.83 / -6.83"
O 2.03405 -0.32159 3.41665 -0.383
N -1.28626 -0.24125 -0.13342 -0.405
N -0.44841 -0.21324 0.68457 0.475
N -0.61590 0.29290 -1.73541 -0.515
N 1.28088 -0.29966 2.44683 0.419
C 0.49364 -0.37511 1.50145 0.426
H 0.22024 -0.15113 -1.75945 0.333
H -1.17879 0.01878 -2.46964 0.317
H -0.49944 1.29031 -1.95158 0.334



Here are the calculated relative energy (zero: lowest compared OMol25 entry of this formula, charge and spin) numbers, same order: 2.501, 3.174, 0.088, 2.711, 0.026, 0.000, 4.894 (eV).
Here are the calculated max |F| numbers, same order: 2.3, 4.9, 0.9, 7.9, 1.2, 0.4, 6.9 (eV/Å).